Entry 1:
{"formula": "C2H2N2O2S", "method": "ωB97M-V/def2-TZVPD", "species": ["N", "C", "C", "S", "N", "O", "O", "H", "H"], "xyz": [[-0.82869, -2.73470, 0.76751], [-0.58212, -1.73755, 0.29485], [-0.33129, -0.35433, -0.28382], [1.12988, 0.45781, 0.12846], [-1.48885, 0.47723, 0.11480], [-2.32261, 0.81028, -0.67291], [-1.60440, 0.58358, 1.30833], [-0.11349, -0.33464, -1.52450], [1.18152, 0.66998, 1.48054]], "atomic_forces_ev_per_a": [[-0.3198, -1.8771, 0.7845], [0.6244, 3.3309, -1.6445], [0.5157, -1.6672, -2.8761], [2.6362, 1.1268, 0.6178], [-1.7368, -0.9592, 0.7230], [-0.0182, 0.5157, -1.3963], [0.4195, 0.5410, 0.9544], [-1.4051, -0.4596, 3.3758], [-0.7159, -0.5514, -0.5385]], "mulliken_charge": [-0.29, 0.12, 0.06, -0.22, 0.87, -0.53, -0.48, 0.29, 0.18], "orbital_gap_ev": 10.192}


Entry 2:
{"formula": "C32H42Cl2NOP3Pt", "method": "ωB97M-V/def2-TZVPD", "species": ["P", "C", "C", "H", "C", "H", "C", "H", "C", "H", "C", "H", "C", "C", "H", "C", "H", "C", "H", "C", "H", "C", "H", "C", "C", "H", "C", "H", "C", "H", "C", "H", "C", "H", "Pt", "C", "C", "H", "C", "O", "H", "C", "H", "C", "Cl", "Cl", "P", "C", "H", "H", "H", "C", "H", "H", "H", "C", "H", "H", "H", "P", "C", "C", "H", "H", "H", "H", "H", "H", "C", "H", "H", "H", "H", "C", "C", "C", "N", "H", "H", "H", "H", "H"], "xyz": [[1.16034, 1.64428, -5.02364], [2.87053, 1.74639, -4.89240], [3.45875, 1.15282, -6.03518], [2.86760, 0.50305, -6.66932], [4.78223, 1.46891, -6.33096], [5.23017, 1.05417, -7.23594], [5.50149, 2.31818, -5.48293], [6.53442, 2.57027, -5.73551], [4.92508, 2.84636, -4.31364], [5.50494, 3.49905, -3.66031], [3.60283, 2.54540, -3.99809], [3.12445, 2.92244, -3.09480], [0.50980, 0.11687, -5.53801], [1.08258, -1.14445, -5.26679], [1.92832, -1.22357, -4.58075], [0.56963, -2.27608, -5.90338], [1.00527, -3.25654, -5.69914], [-0.47170, -2.12913, -6.83097], [-0.84343, -3.00930, -7.36468], [-1.04424, -0.88148, -7.09989], [-1.83576, -0.76339, -7.84090], [-0.58493, 0.24531, -6.42132], [-1.01040, 1.23292, -6.60885], [0.18118, 3.05809, -4.99575], [0.54336, 3.72750, -6.19024], [1.33454, 3.31539, -6.81637], [-0.13710, 4.89327, -6.53564], [0.12586, 5.39434, -7.46695], [-1.13727, 5.38513, -5.68462], [-1.66657, 6.29792, -5.96867], [-1.45842, 4.73899, -4.48098], [-2.23576, 5.14070, -3.82668], [-0.78378, 3.57126, -4.11465], [-0.97006, 3.08721, -3.15809], [0.06255, -0.10170, -0.10133], [-1.83949, -0.86888, -0.62169], [-2.30557, -0.97324, -1.87802], [-2.36217, -1.17671, 0.28165], [-1.44808, -0.29246, -2.97986], [-2.32512, 0.70047, -3.58589], [-1.75277, 1.30063, -4.11181], [-0.18522, 0.36794, -2.46812], [-1.20310, -1.05503, -3.75844], [0.60880, 0.79686, -1.57650], [-0.45269, -0.67985, 2.00733], [2.24451, 0.97684, 0.63972], [1.34042, -2.02238, -0.32896], [2.16607, -2.42858, 1.23421], [1.40338, -2.70741, 1.96851], [2.69312, -1.53612, 1.58913], [2.86866, -3.25076, 1.06269], [0.29911, -3.44254, -0.74025], [-0.16993, -3.28941, -1.71925], [-0.48468, -3.53706, 0.01987], [0.91114, -4.35230, -0.76162], [2.64353, -1.94114, -1.58184], [3.15736, -0.97677, -1.50266], [2.20657, -2.04762, -2.58079], [3.35376, -2.75939, -1.40060], [-3.88193, -1.75215, -2.38685], [-4.44658, -2.78506, -1.05417], [-3.45556, -2.68328, -3.86076], [-4.60925, -2.17465, -0.15513], [-3.70587, -3.56950, -0.84313], [-5.39210, -3.23968, -1.38101], [-3.08011, -2.01899, -4.64953], [-4.36015, -3.19348, -4.21209], [-2.68542, -3.42911, -3.62377], [-5.00240, -0.42401, -2.79657], [-5.17142, 0.19420, -1.90648], [-5.94827, -0.86246, -3.13513], [-4.54820, 0.19604, -3.57878], [1.45641, 1.45520, -1.65348], [-1.67355, 3.40474, 3.22137], [-1.80431, 3.64625, 1.70688], [-1.22445, 2.60223, 0.90510], [-0.77456, 1.72926, 0.26626], [-2.23920, 2.51756, 3.52125], [-2.06749, 4.26585, 3.77650], [-0.62714, 3.26509, 3.50654], [-2.86102, 3.72230, 1.42626], [-1.30544, 4.58009, 1.42579]], "atomic_forces_ev_per_a": [[0.0885, -1.4171, 2.1117], [0.6711, -0.2151, -0.6057], [1.0036, 0.5875, 0.4066], [0.1538, 0.1181, -0.1298], [-0.1564, -0.2745, 0.0553], [0.0074, 0.1765, 0.3468], [-0.0316, 0.0847, 0.0929], [-0.3678, -0.0563, 0.1110], [-0.0660, -0.2751, -0.1477], [-0.1324, -0.2653, -0.1748], [0.0102, 0.0811, -0.3456], [0.1673, 0.0873, -0.2475], [-0.5528, -0.1654, -0.6762], [-0.0576, 0.0445, -0.1646], [-0.2306, 0.0564, -0.2423], [0.0125, 0.4956, 0.0498], [-0.1782, 0.3145, -0.1165], [-0.1379, -0.2594, -0.1108], [0.1714, 0.3195, 0.1941], [-0.0126, 0.1932, 0.3389], [0.1986, -0.1924, 0.2277], [0.1765, -0.5688, -0.1317], [0.0623, -0.3122, -0.0754], [0.1118, 1.1100, -0.9400], [-1.0006, 0.8652, 0.3175], [-0.2234, 0.2669, -0.0479], [0.0607, -0.0822, 0.1510], [-0.1923, 0.0235, 0.3002], [0.0824, -0.0566, -0.1194], [0.1459, -0.3214, 0.1420], [0.2416, -0.1894, -0.1314], [0.3312, -0.0736, -0.2370], [0.1058, 0.0904, -0.2802], [-0.0730, 0.0370, -0.1950], [0.9021, -2.4329, 3.3895], [-1.2366, -0.1821, -0.8706], [0.4021, 0.2872, 0.5246], [-0.3275, -0.4229, -0.3152], [-0.3033, -0.2532, 0.1506], [1.1654, 0.0988, -0.1657], [-0.5871, -0.4842, 0.2869], [-3.3820, -0.8509, -4.0187], [0.2287, 0.5398, 0.4466], [2.1999, 1.5957, -2.9898], [-0.6816, -0.6146, 1.8794], [0.7060, 0.2653, 0.4866], [0.7627, -0.6567, 0.3992], [-0.0085, -0.0809, -0.1792], [0.2262, -0.0162, -0.1305], [-0.0984, -0.1821, -0.1000], [-0.0989, 0.0659, 0.1436], [0.1669, -0.2490, -0.0983], [0.0768, -0.0297, 0.1662], [0.1632, -0.0051, -0.1163], [-0.2181, 0.0695, -0.0068], [0.1460, -0.1879, -0.0755], [-0.0669, -0.1823, 0.0646], [0.0738, -0.0025, 0.1839], [-0.0888, 0.2169, -0.1871], [2.3681, 1.3967, 0.2461], [-0.3746, -0.2722, -0.0382], [-0.4491, -0.4316, -0.1212], [0.0113, -0.1873, -0.2858], [-0.2315, 0.2625, -0.0886], [0.1663, -0.0033, 0.3084], [-0.1831, -0.0428, 0.2527], [0.2438, -0.0162, -0.1481], [-0.2302, 0.1643, 0.0076], [-0.6083, -0.2024, -0.0571], [0.0201, -0.1880, -0.1754], [0.0257, 0.2745, 0.0117], [-0.1279, -0.2742, 0.2197], [0.2165, 0.1448, 0.2456], [0.0651, -0.1263, 0.1988], [-0.3017, 0.6756, 0.4367], [1.2503, -2.6897, -1.7601], [-2.4491, 5.0349, 2.5716], [0.1351, 0.1331, -0.0501], [0.0859, -0.2171, -0.2888], [-0.1700, 0.0053, -0.0599], [0.1496, 0.0838, -0.0257], [-0.1239, -0.0574, 0.0059]], "mulliken_charge": [0.09, 1.18, -0.31, 0.45, -0.80, 0.43, -0.46, 0.42, -0.70, 0.44, -0.76, 0.39, 0.60, 0.04, 0.63, -0.81, 0.48, -0.62, 0.44, -0.86, 0.47, -0.58, 0.42, 0.86, -0.77, 0.47, -0.69, 0.42, -0.55, 0.40, -0.75, 0.45, 0.06, 0.56, 1.63, -2.19, 1.15, 0.39, 1.64, -0.74, 0.05, -1.05, -0.54, -1.01, -0.46, -0.44, 0.53, -1.25, 0.38, 0.34, 0.49, -1.16, 0.15, 0.29, 0.52, -0.99, 0.33, 0.02, 0.58, 1.39, -1.22, -1.16, 0.42, 0.37, 0.42, 0.24, 0.50, 0.38, -1.25, 0.43, 0.46, 0.31, 0.97, -1.11, -0.48, 0.50, -0.41, 0.32, 0.35, 0.34, 0.24, 0.28], "orbital_gap_ev": [5.344, 5.363], "total_charge": 2, "multiplicity": 5}


Entry 3:
{"formula": "C15H20N2O4S", "method": "ωB97M-V/def2-TZVPD", "species": ["C", "H", "H", "H", "C", "C", "H", "H", "S", "O", "O", "N", "H", "C", "H", "C", "C", "C", "C", "C", "C", "C", "C", "C", "N", "C", "O", "H", "H", "O", "C", "H", "H", "H", "H", "H", "H", "H", "H", "H", "H", "H"], "xyz": [[-3.56553, -2.69135, -0.35778], [-2.48231, -2.62782, 0.01811], [-3.44568, -2.07048, -1.41772], [-3.78197, -3.77127, -0.66065], [-4.65028, -2.25887, 0.31489], [-4.35052, -0.76303, 0.93605], [-5.07900, -0.37481, 1.76874], [-3.30230, -0.62982, 1.14981], [-4.39630, 0.49326, -0.63642], [-4.89601, 1.66054, -0.12246], [-4.99365, 0.00929, -1.64998], [-2.86408, 0.91128, -1.05951], [-2.16170, -0.19375, -1.05941], [-2.13005, 2.09051, -0.38211], [-2.99126, 2.67384, -0.37351], [-1.42931, 1.78355, 1.01619], [-0.01914, 0.95281, 0.70781], [1.05986, 1.72898, 0.48957], [2.43112, 1.21516, 0.09381], [3.50336, 1.81287, 0.01564], [4.64631, 1.06201, -0.42765], [4.56606, -0.23990, -0.16335], [3.49097, -0.89517, -0.00510], [2.26274, -0.25174, 0.34890], [1.14297, -0.77521, 0.18577], [0.01822, -0.31840, 0.65162], [-1.04878, -1.21596, 0.85256], [1.17889, -1.79751, 0.40556], [3.42429, -2.12425, 0.06138], [5.80278, -1.15540, -0.46678], [7.01872, -0.39469, -0.86580], [7.31269, 0.09257, -0.10791], [6.99424, 0.13610, -1.70801], [7.68882, -1.45166, -0.98074], [5.57104, 1.54124, -0.53035], [3.58691, 3.04782, -0.07965], [1.12829, 2.87059, 0.22882], [-1.17112, 2.82327, 1.57931], [-1.98169, 1.28613, 1.61001], [-1.60446, 2.55909, -1.08556], [-4.71289, -2.77279, 1.52447], [-5.77026, -1.97704, 0.18140]], "atomic_forces_ev_per_a": [[5.0520, -2.8489, -7.4425], [-2.0782, 0.0278, 0.3634], [-0.4364, -1.6192, 2.2165], [0.8104, 1.1518, -0.0520], [-5.6289, 5.3923, 10.9255], [-0.7627, 0.6832, -2.2186], [1.3684, -0.6589, -1.9082], [0.2896, -0.2470, 0.7874], [8.9944, 2.6973, 14.4439], [-2.3332, 5.4975, 2.7614], [-8.1093, -8.2280, -14.6282], [5.1958, -4.3397, 0.2135], [-2.7280, 4.4343, 0.0071], [-2.6877, -4.3259, 2.8996], [-1.3340, 1.7253, 1.3532], [5.8551, 4.9014, -5.1735], [-3.8490, 11.4941, 1.9221], [3.4629, 3.0104, -2.9656], [-13.2765, -6.5816, 5.2323], [9.9049, 7.4112, -3.7569], [-1.2656, 3.1622, 2.5687], [8.5987, -1.9778, -3.1991], [-7.5970, -7.4398, 3.3497], [10.4256, 5.3070, -4.4353], [-2.9289, -7.9888, 1.4330], [-7.4441, -9.9972, 0.4061], [5.0702, 4.2239, -0.8639], [-0.2980, 0.5654, -1.0086], [0.7174, 3.2330, -0.3979], [-2.3684, 3.4892, 0.1502], [-1.3663, -10.5062, -1.2284], [2.4979, 3.7688, 5.6252], [-0.5570, 1.8736, -3.5892], [-1.1286, 3.4452, -0.0009], [1.0981, 0.6594, -0.4592], [-0.4195, -3.4180, 0.4753], [-1.2870, -1.8692, 1.3176], [-0.3799, -2.4295, -1.5135], [-4.1055, -3.7667, 4.0473], [3.0766, 1.2888, -2.7044], [0.0545, 0.6966, -3.4804], [1.8976, -1.8971, -1.4724]], "mulliken_charge": [-0.76, 0.16, 0.14, 0.33, -0.08, -0.53, 0.35, 0.08, 1.12, -0.72, -0.52, -0.44, 0.31, -1.12, 0.62, -1.19, 0.55, -0.40, 0.13, -0.20, -0.68, 0.46, -0.47, 0.57, 0.12, -0.04, -0.74, 0.29, 0.14, -0.34, -1.07, 0.54, 0.41, 0.21, 0.46, 0.19, 0.18, 0.28, 0.63, 0.55, 0.19, 0.30], "orbital_gap_ev": 7.885}


DFT total energy readings, ordered: -20012.0973; -93540.0610; -37870.2173 eV
Maximum force readings, ordered: 3.77; 6.16; 18.64 eV/A